C7H12O2S2 | ωB97M-V with the def2-TZVPD basis set

Geometry as XYZ:
```
23
Properties=species:S:1:pos:R:3:forces:R:3
C -0.74672 -0.89903 -0.32913 -3.039 -0.010 0.089
C -3.73841 -0.08221 0.51823 0.670 0.368 -0.097
C 0.02343 -1.30578 0.88089 -0.221 2.113 1.120
C -0.54780 0.40574 -0.95842 2.364 2.263 -1.806
C 1.52415 -1.05293 0.66489 0.068 -0.901 -3.173
C 0.97608 0.52381 -1.24111 0.852 -0.834 -0.154
C 1.79392 0.34123 0.09279 -0.310 -2.147 -0.843
O 3.23778 0.32498 -0.10094 -2.083 -1.206 0.282
O 1.33544 1.31416 1.01430 -0.358 0.418 -2.707
S -2.50760 -1.23030 -0.22763 0.145 -1.129 -1.058
S -3.70603 1.51118 -0.02098 -1.276 0.089 2.267
H -0.39937 -0.75725 1.85478 1.370 -0.748 -1.820
H -0.02033 -2.32182 1.13369 -0.735 -1.665 0.037
H -0.96870 0.58341 -1.98819 -0.322 -0.833 0.900
H -0.71414 1.37199 -0.49075 -0.981 -0.064 1.123
H 1.91401 -1.22366 1.59495 1.623 0.208 2.518
H 2.16586 -1.83257 -0.00688 -2.164 1.601 1.177
H 1.03996 -0.37982 -1.95974 1.314 1.599 1.003
H 1.32479 1.51589 -1.65868 -0.698 -1.176 -0.016
H 3.47337 1.21587 -0.06865 1.014 2.453 -0.186
H 1.86482 1.14337 1.74676 1.262 -0.173 2.542
H -2.81968 -1.17774 -1.59254 0.227 0.330 0.974
H -4.50484 2.01148 1.14233 1.280 -0.555 -2.171
```
Positions in Å, forces in eV/Å.

The spin multiplicity is 1. The HOMO-LUMO gap (spin up / spin down) comes out at 5.77 / 6.79 eV. The calculation puts the calculated total energy at -33211.920 eV. Its SMILES is OC1(O)CCC(=[SH]#CS)CC1. The LUMO energy (spin up / spin down) is -1.23 / -0.73 eV. The highest occupied orbital energy (spin up / spin down) comes out at -0.257 / -0.277 Ha.

Löwdin atomic charge list, values in e, 6 entries: -0.4960, -0.7924, -0.2319, -0.3235, -0.1242, -0.0965


C52H98FN5O15PS8 | ωB97M-V with the def2-TZVPD basis set

Geometry as XYZ:
```
180
Properties=species:S:1:pos:R:3:forces:R:3
C 5.41606 0.55919 6.26225 -0.509 -0.016 0.348
C 4.22159 0.27744 5.37669 0.219 -0.396 0.101
F 3.56854 -0.83600 5.92251 -0.191 -0.048 -0.057
C 4.59514 -0.10916 3.94249 0.100 0.054 0.390
N 3.83053 0.59423 2.90734 -0.203 -0.552 -0.027
C 3.84178 2.03676 2.93288 1.151 0.825 0.620
C 5.24409 2.59688 3.14691 0.507 -1.601 -0.749
C 6.04606 2.73747 1.89334 -0.988 3.402 0.566
O 5.37674 3.87354 2.72569 -0.009 0.437 0.033
C 3.11574 -0.16149 2.06829 -0.482 0.674 -0.609
N 3.14174 -1.49991 2.08828 0.383 -0.713 0.398
C 2.32531 -1.90987 1.15447 0.096 0.791 0.148
N 1.75492 -0.87170 0.52929 0.250 -0.615 -1.139
P 0.54766 -1.18534 -0.72735 -2.790 -0.968 0.582
S -1.11122 -1.79061 0.00724 0.278 0.191 0.032
N 2.28498 0.26798 1.07334 -0.055 0.237 0.377
C 1.92056 1.58378 0.53302 0.146 0.573 0.095
C 1.03712 2.49019 1.39248 -0.085 -0.254 0.019
C -0.13177 1.79170 2.09084 -0.486 0.579 -0.391
C -1.35048 1.78234 1.14513 0.505 0.352 -0.109
C -2.06701 3.13096 1.14414 0.352 0.142 0.628
C -2.93911 3.40729 2.37304 -0.245 -0.069 -0.905
C -4.16875 2.50069 2.42201 -0.018 0.123 -0.202
C -5.22992 2.79945 1.32788 -0.210 0.074 1.281
C -6.48162 3.39856 1.98354 -0.154 -0.526 -0.164
C -7.39278 2.32500 2.60183 -0.161 0.627 0.208
C -8.84989 2.81993 2.74997 0.138 -0.662 -0.340
C -9.84501 2.04046 1.86748 -0.246 0.171 0.675
N -10.62573 1.07633 2.63575 0.327 -0.070 -0.605
C -11.64681 1.35951 3.49590 -0.046 -0.758 0.186
C -12.09987 0.16123 4.02073 0.122 0.532 -0.115
C -11.32922 -0.86824 3.44622 0.487 0.078 -0.468
C -10.42195 -0.27445 2.58341 -0.811 -0.174 0.811
H 6.25471 -0.08825 6.02936 0.202 0.067 -0.150
H 5.10991 0.32865 7.27840 0.007 0.043 0.168
H 5.68141 1.61181 6.25624 0.283 0.066 -0.204
H 3.48689 1.07737 5.41381 -0.006 0.201 -0.028
H 5.66131 -0.00020 3.76681 0.135 0.306 -0.097
H 4.40071 -1.17156 3.88777 -0.133 -0.082 -0.247
H 3.58063 2.51117 2.00136 -0.470 -0.301 -0.060
H 3.25669 2.46897 3.74592 -0.500 -0.244 -0.081
H 5.79410 2.29583 4.03019 -0.040 0.107 0.240
H 7.03316 3.17390 1.87516 0.650 -1.258 0.031
H 5.48784 2.92302 0.98455 0.172 -1.180 -0.474
H 2.11361 -2.92989 0.88775 -0.214 -0.115 0.072
H 1.11302 -2.22368 -1.48388 0.797 0.504 -0.088
H 0.34973 -0.03459 -1.49956 0.859 0.165 0.034
H 1.42128 1.48140 -0.42350 -0.011 -0.574 -0.044
H 2.85764 2.07452 0.28360 0.081 0.139 -0.109
H 0.59164 3.18025 0.67885 0.118 0.251 -0.092
H 1.61739 3.10697 2.06984 0.143 -0.119 0.169
H -0.40500 2.42056 2.93372 0.050 -0.221 0.400
H 0.10562 0.79352 2.45067 0.143 -0.108 0.109
H -0.95879 1.65423 0.13200 -0.188 -0.481 -0.181
H -2.02406 0.97104 1.38178 -0.145 -0.220 -0.099
H -2.64529 3.25427 0.23275 -0.197 -0.043 -0.082
H -1.30664 3.91859 1.12902 0.081 0.094 -0.229
H -2.35338 3.36687 3.28979 0.063 -0.198 0.144
H -3.27341 4.43624 2.24745 -0.071 -0.034 0.333
H -4.61782 2.63208 3.40424 -0.202 -0.145 0.117
H -3.90507 1.44784 2.33774 0.304 -0.100 0.206
H -4.86383 3.49159 0.58362 0.203 -0.056 -0.231
H -5.52536 1.85241 0.88476 0.050 -0.014 -0.455
H -6.18861 4.09330 2.76815 0.022 0.316 -0.075
H -7.07266 3.94710 1.25148 0.047 0.138 -0.142
H -7.34703 1.43200 1.98209 -0.132 -0.183 -0.060
H -7.04224 2.04174 3.59177 0.285 -0.136 0.022
H -8.91745 3.87233 2.49321 0.084 0.213 0.088
H -9.16951 2.68978 3.77858 -0.141 0.200 0.152
H -9.31796 1.47544 1.10838 0.022 0.007 -0.253
H -10.53816 2.72426 1.38605 -0.097 0.030 -0.154
H -11.98693 2.36141 3.67118 0.044 0.202 -0.025
H -12.89116 0.05373 4.73849 -0.129 -0.009 0.059
H -11.41893 -1.92640 3.61003 -0.038 -0.096 0.077
H -9.68143 -0.73337 1.95867 0.190 0.123 -0.165
C 2.01930 -8.03366 0.17719 0.084 0.139 -0.096
C 2.78162 -7.55074 1.41682 -0.133 -0.044 0.010
C 2.96628 -6.03169 1.28237 0.181 -0.251 0.132
S 1.58015 -5.45880 0.28909 0.000 -0.764 0.180
O 2.10129 -4.93038 -0.95889 -0.110 0.430 0.071
O 0.70016 -4.64830 1.09838 0.149 0.358 -0.151
C 0.85723 -7.06024 -0.00525 0.012 -0.281 -0.048
H 1.66582 -9.05386 0.29680 -0.004 -0.009 0.033
H 2.67653 -8.00286 -0.69429 -0.002 -0.029 0.023
H 2.19698 -7.77235 2.31242 -0.016 0.006 -0.004
H 3.74257 -8.05123 1.51830 0.035 0.042 -0.053
H 2.94565 -5.52080 2.24271 -0.050 0.109 -0.057
H 3.88378 -5.78291 0.74971 -0.050 0.031 -0.075
H 0.41829 -7.08154 -1.00022 -0.024 0.144 0.001
H 0.08411 -7.21043 0.74785 -0.011 0.073 0.019
C 5.01465 -5.63306 -3.96348 0.112 -0.100 -0.014
C 5.41337 -6.91662 -4.70737 -0.028 0.036 0.065
C 6.23394 -7.77500 -3.73392 -0.031 0.012 -0.319
S 5.65724 -7.34377 -2.08634 -0.115 0.051 -0.244
O 6.73129 -6.70856 -1.36453 -0.003 -0.069 0.139
O 4.93666 -8.45393 -1.51140 0.107 -0.003 0.209
C 4.49812 -6.08574 -2.60195 -0.006 0.171 -0.231
H 4.25919 -5.06721 -4.50640 -0.011 -0.006 -0.001
H 5.89051 -4.99273 -3.83596 -0.009 0.014 0.020
H 4.51411 -7.45699 -5.00775 -0.010 -0.003 0.019
H 5.98170 -6.70087 -5.61024 0.011 -0.017 -0.006
H 6.08359 -8.84001 -3.88854 0.036 -0.032 0.114
H 7.29538 -7.54091 -3.78090 0.008 0.022 0.108
H 4.47142 -5.29809 -1.85493 -0.021 -0.071 0.085
H 3.51760 -6.55162 -2.68443 -0.016 0.000 0.048
C 3.83920 0.62203 -3.85825 0.046 0.251 0.133
C 4.53497 1.70238 -3.00930 -0.076 -0.058 -0.044
C 3.71284 2.99821 -3.12501 0.343 -0.215 0.066
S 2.02807 2.46856 -3.44838 0.250 -0.159 0.028
O 1.64403 2.91597 -4.76088 -0.155 0.243 0.076
O 1.20286 2.73893 -2.29006 -0.183 0.185 -0.125
C 2.35609 0.71964 -3.51364 0.228 -0.272 -0.266
H 4.23567 -0.37036 -3.65157 -0.011 -0.008 -0.008
H 3.98418 0.82760 -4.91993 -0.020 -0.016 -0.010
H 4.55796 1.37893 -1.96526 0.003 -0.015 0.006
H 5.56419 1.86282 -3.32348 0.008 0.021 0.009
H 3.73007 3.58394 -2.20912 -0.113 0.080 -0.034
H 4.03136 3.61350 -3.96394 -0.085 -0.013 -0.049
H 1.70394 0.24434 -4.24678 -0.149 0.129 0.042
H 2.13687 0.34498 -2.51721 0.153 -0.094 0.033
C 3.94497 -13.29038 2.39208 0.016 0.120 -0.010
C 4.70523 -12.21432 3.17911 -0.049 -0.043 0.001
C 3.89809 -10.91398 3.07332 0.310 -0.062 0.037
S 2.18007 -11.40775 2.85937 0.243 -0.237 0.193
O 1.74128 -10.98840 1.54934 -0.119 0.105 0.040
O 1.42951 -11.06718 4.03864 -0.164 0.164 -0.117
C 2.48634 -13.16980 2.82283 0.158 -0.217 -0.102
H 4.33534 -14.28709 2.58871 -0.004 -0.012 -0.002
H 4.03375 -13.09901 1.32075 -0.022 -0.020 -0.010
H 4.78339 -12.51512 4.22523 -0.021 -0.001 0.007
H 5.71697 -12.07700 2.80181 0.006 0.014 0.001
H 3.97505 -10.30324 3.96919 -0.116 0.063 -0.023
H 4.18475 -10.33186 2.19949 -0.085 -0.021 -0.051
H 1.78597 -13.64098 2.13762 -0.090 0.095 0.017
H 2.33632 -13.54779 3.83332 -0.044 0.047 0.022
C -2.37167 8.50072 -0.35262 -0.792 0.734 0.965
C -3.02269 9.00694 0.94292 -0.186 -0.035 -0.195
C -4.42615 8.39113 1.02494 -0.014 0.249 0.252
S -4.33728 6.83552 0.12738 0.460 0.361 0.294
O -5.18526 6.91648 -1.03427 -0.268 -0.139 -0.181
O -4.45689 5.72915 1.05143 -0.309 0.131 -0.137
C -2.63238 7.00007 -0.38981 -2.031 0.000 0.686
H -1.30629 8.71597 -0.38656 -0.882 0.493 0.638
H -2.83849 8.98042 -1.21535 -0.078 0.053 -0.089
H -2.42799 8.68260 1.79928 0.027 -0.030 -0.026
H -3.07209 10.09394 0.97244 -0.018 0.022 0.033
H -4.73400 8.18763 2.04728 -0.119 -0.066 -0.021
H -5.17184 9.01070 0.53124 -0.042 -0.059 -0.058
H -2.50860 6.56027 -1.37546 -1.133 -0.254 0.451
H -2.01555 6.47060 0.33654 -0.357 -0.040 0.036
C -0.05219 7.41423 -4.83671 0.121 -0.002 0.132
C 0.97905 6.45244 -4.23056 -0.083 -0.030 0.007
C 1.31316 6.96173 -2.82261 0.207 -0.184 -0.293
S -0.15118 7.83345 -2.24690 0.827 -0.536 -0.817
O 0.17259 9.22480 -2.08207 -0.029 0.128 0.179
O -0.77035 7.08501 -1.17869 4.916 -0.741 -2.044
C -1.10208 7.63318 -3.75024 -0.064 -0.009 -0.222
H -0.49897 7.01114 -5.74379 -0.009 0.003 0.002
H 0.42673 8.36194 -5.09019 -0.047 0.026 0.000
H 0.54981 5.45084 -4.16251 0.000 -0.009 -0.030
H 1.87450 6.38274 -4.84633 0.003 -0.018 0.004
H 1.53003 6.15179 -2.12972 -0.060 0.068 0.110
H 2.13659 7.67329 -2.83044 -0.066 0.105 0.049
H -1.71858 8.51543 -3.90421 -0.016 0.029 0.121
H -1.73141 6.75246 -3.62319 -0.038 -0.017 0.009
C -2.26422 2.78581 -5.79678 -0.074 -0.181 -0.088
C -3.67453 2.17863 -5.85950 0.079 -0.011 0.048
C -3.52898 0.66094 -5.65832 -0.206 0.186 -0.154
S -2.05213 0.43383 -4.65772 -0.244 0.263 0.000
O -1.04978 -0.25992 -5.43360 0.096 -0.117 0.126
O -2.40911 -0.03160 -3.34059 0.225 -0.189 0.040
C -1.60211 2.15531 -4.57824 -0.057 0.311 -0.008
H -2.28781 3.87191 -5.72114 -0.018 0.004 0.006
H -1.70916 2.52332 -6.69990 0.043 0.023 0.013
H -4.28956 2.59890 -5.06191 0.012 -0.012 0.019
H -4.16801 2.40014 -6.80391 -0.015 -0.023 -0.004
H -4.37489 0.22724 -5.13192 0.063 -0.101 0.042
H -3.37234 0.13897 -6.60009 0.091 -0.043 0.029
H -0.52146 2.22636 -4.57712 0.045 0.003 -0.026
H -2.01061 2.56128 -3.65241 0.002 -0.065 0.045
```
Positions in Å, forces in eV/Å.

The spin multiplicity is 1. The HOMO-LUMO gap comes out at 6.49 eV. Its charge is +1. The calculation puts the calculated total energy at -192352.567 eV. The LUMO energy is -2.27 eV. The highest occupied orbital energy comes out at -0.322 Ha.

Löwdin atomic charge list, values in e, 6 entries: -0.0242, -0.3423, -0.0266, -0.0774, 0.0174, -0.0918


C5H13N3 | ωB97M-V with the def2-TZVPD basis set

Geometry as XYZ:
```
21
Properties=species:S:1:pos:R:3:forces:R:3
C 1.39467 -0.09141 -1.25582 -0.223 0.111 0.064
C 0.17748 -2.01692 0.60721 0.144 0.109 -0.198
N 0.37256 0.49035 -0.36188 -0.032 -0.114 0.502
C -0.33968 -0.59738 0.71387 -0.921 0.359 -0.979
N 0.91974 1.68084 0.24179 -0.304 -0.216 -0.313
C -0.59708 -0.05716 1.95659 0.312 0.296 -0.045
H 0.99222 1.44795 1.23537 -0.091 -0.142 0.107
H 0.15323 2.36179 0.15837 0.151 -0.109 0.045
H 1.00077 -0.97956 -1.74624 -0.039 0.002 0.052
H 1.65595 0.66008 -1.99847 0.009 0.016 0.000
H 2.27668 -0.34618 -0.67294 -0.068 0.037 0.018
H -0.02549 -2.46694 -0.36597 0.028 0.022 0.044
H 1.25026 -2.06769 0.80413 -0.049 -0.003 -0.008
H -0.32811 -2.62056 1.36063 -0.002 0.096 0.005
H -0.96314 0.95711 2.05282 -0.097 -0.011 0.001
H -0.80450 -0.73735 2.77137 0.087 0.004 -0.053
C -0.95962 0.73264 -1.09323 0.461 1.125 0.185
N -1.53540 1.84541 -0.78373 0.337 -0.876 -0.088
H -2.33738 2.03845 -1.37507 0.071 -0.058 -0.011
H -0.95942 0.26181 -2.08170 -0.199 -0.209 0.268
H -1.34374 -0.49527 -0.16710 0.428 -0.439 0.403
```
Positions in Å, forces in eV/Å.

The spin multiplicity is 1. The HOMO-LUMO gap (spin up / spin down) comes out at 7.19 / 7.19 eV. The calculation puts the calculated total energy at -9860.518 eV. The LUMO energy (spin up / spin down) is 0.73 / 0.73 eV. The highest occupied orbital energy (spin up / spin down) comes out at -0.237 / -0.237 Ha.

Löwdin atomic charge list, values in e, 6 entries: -0.0369, -0.0767, -0.2795, -0.4236, 0.0859, -0.0726


The records above give, respectively, F_max values of 3.737, 5.376, 1.391 eV Å⁻¹.
The records above give, respectively, relative energy (zero: lowest compared OMol25 entry of this formula, charge and spin) values of 145.7, 0.0, 134.9 kcal per mole.
The records above give, respectively, molecular weight values of 192.305, 1339.884, 115.180 g/mol.